1.
DFT (ωB97M-V/def2-TZVPD) results for a structure of composition C6H12FHfO2 at a distorted geometry.

Values from the calculation:
**Largest force on an atom**: 5.56 eV/Å
**LUMO**: -17.86 eV
**Charge**: +3
**ΔE to the lowest compared entry with this formula, charge and spin**: 50.3 kcal per mole
**DFT total energy**: -14493.2150 eV
**Frontier orbital gap**: 2.4586 eV
**2S+1**: 1

XYZ file:
```
22
C6H12FHfO2, DFT ωB97M-V/def2-TZVPD
Hf -1.23 4.09 2.15
F -1.78 1.85 1.90
C -1.62 -1.14 0.15
C -0.89 -1.66 -1.06
O -0.02 -2.50 -0.88
C -1.31 -1.13 -2.38
H -2.64 -1.51 0.22
H -1.74 -0.06 0.15
H -1.18 -1.38 1.12
H -1.87 -0.19 -2.29
H -1.73 -1.93 -3.00
H -0.36 -0.84 -2.82
C 2.06 1.18 -0.43
C 1.55 1.15 0.98
O 1.13 2.20 1.45
C 1.34 -0.15 1.64
H 3.14 1.08 -0.54
H 1.66 2.07 -0.94
H 1.69 0.29 -0.94
H 1.27 -1.02 1.00
H 0.38 -0.10 2.15
H 2.13 -0.31 2.37
```

---

2.
DFT (ωB97M-V/def2-TZVPD) results for an isolated molecule of C5H5NO.

Values from the calculation:
**Largest force on an atom**: 0.98 eV/Å
**LUMO**: 0.61 eV
**SMILES**: C#C[C@@H](O)CC#N
**Charge**: 0
**ΔE to the lowest compared entry with this formula, charge and spin**: 56.1 kcal per mole
**DFT total energy**: -8800.9850 eV
**Frontier orbital gap**: 11.2019 eV
**2S+1**: 1

XYZ file:
```
12
C5H5NO, DFT ωB97M-V/def2-TZVPD
C 1.72 0.39 1.43
C 1.00 0.55 0.48
C -0.04 0.65 -0.56
O 0.38 0.25 -1.84
C -1.25 -0.25 -0.19
C -0.84 -1.47 0.52
N -0.46 -2.38 1.12
H 2.33 0.22 2.29
H -0.40 1.69 -0.58
H 1.28 0.57 -2.00
H -1.94 0.30 0.45
H -1.77 -0.52 -1.11
```